The following is a DFT calculation (ωB97M-V/def2-TZVPD) of a single C3H11N3O molecule in a non-equilibrium geometry.

Structure (XYZ):
```
18
C3H11N3O, DFT ωB97M-V/def2-TZVPD
C 1.3708 -0.4410 0.6348
H -2.0242 2.0198 -0.5474
H 2.8573 0.7360 -0.4324
H -0.7524 -1.4158 1.0887
O 0.9118 -1.6168 0.8447
N -1.6345 -0.9535 0.7026
N -1.3419 0.3412 0.4900
C 2.6584 -0.3023 -0.1592
N 0.1303 0.4559 -0.3260
H 3.4787 -0.6553 0.4672
H -3.2672 1.0274 0.2342
C -2.3418 0.9994 -0.3405
H 2.6143 -0.9224 -1.0552
H 0.3617 1.4406 -0.4189
H -2.5241 0.4699 -1.2872
H -1.9173 -1.4602 -0.1442
H 1.3635 0.2576 1.4964
H 0.0565 0.0195 -1.2478
```

Output
* ΔE to the lowest compared entry with this formula, charge and spin: 403.7 kJ/mol
* DFT total energy: -360.28365 Ha
* frontier orbital gap: 9.17 eV
* SMILES: C[C@H]([O-])[NH2+]N(C)N

=====

The following is a DFT calculation (ωB97M-V/def2-TZVPD) of 2 unconnected molecules or ions with the total composition C3H11N3O in a non-equilibrium geometry.

Structure (XYZ):
```
18
C3H11N3O, DFT ωB97M-V/def2-TZVPD
H -0.1217 0.7166 -2.1749
H 3.2037 -0.8439 0.2409
H -0.8793 2.0982 -0.3704
H -2.8508 -1.5068 0.5425
H -0.1243 1.8185 1.2087
H -0.6893 -2.3395 -0.1643
C -1.9023 -1.1900 0.9932
H 1.2589 -0.2454 -2.0236
H 0.6419 2.9261 0.0466
H -1.7469 -1.7678 1.9119
N 0.8008 0.6238 -1.7699
C 0.0756 1.9956 0.1502
H -2.0102 -0.1347 1.2623
N 1.5919 0.1163 0.3985
C 0.8823 0.8686 -0.4306
N -0.7944 -1.3519 0.0677
O 2.4288 -0.7640 -0.3397
H 0.2352 -1.0197 0.4510
```

Output
* ΔE to the lowest compared entry with this formula, charge and spin: 273.2 kJ/mol
* DFT total energy: -360.33333 Ha
* frontier orbital gap: 9.47 eV
* SMILES: C/C(N)=N/O.CN

=====

The following is a DFT calculation (ωB97M-V/def2-TZVPD) of 2 unconnected molecules or ions with the total composition C3H11N3O in a non-equilibrium geometry.

Structure (XYZ):
```
18
C3H11N3O, DFT ωB97M-V/def2-TZVPD
H 1.9380 -1.3847 0.9472
H -1.4563 -0.0034 -2.2862
N 0.4211 0.4478 0.8308
N 1.2295 -0.0981 -0.3611
H -1.9566 -1.6116 0.2872
H -2.7036 0.0099 -0.1504
C -1.9720 -0.7578 -0.3730
H -0.8193 -1.6701 -1.8994
C -1.3687 -0.8033 -1.5726
H -0.5892 0.0532 0.5396
H -0.3339 2.3095 1.4031
O 0.8370 -0.0133 1.9662
H 0.9942 -2.0477 -0.2476
H 2.0406 0.5154 -0.4555
H 0.1962 2.2096 -0.3065
C 0.4183 1.9178 0.7212
H 1.4009 2.2888 1.0199
N 1.7237 -1.3620 -0.0630
```

Output
* ΔE to the lowest compared entry with this formula, charge and spin: 548.5 kJ/mol
* DFT total energy: -360.22847 Ha
* frontier orbital gap: 9.48 eV
* SMILES: C[N@H+]([O-])NN.C=C

=====

The following is a DFT calculation (ωB97M-V/def2-TZVPD) of 2 unconnected molecules or ions with the total composition C3H11N3O2 in a non-equilibrium geometry.

Structure (XYZ):
```
19
C3H11N3O2, DFT ωB97M-V/def2-TZVPD
C -0.8728 0.0882 -0.0262
H -1.8391 0.0927 1.8585
H -0.0950 -0.2046 1.9809
H 0.6447 2.9187 0.9971
O -1.6423 -0.1729 -0.9399
H 1.7231 -2.7110 -0.6353
H 0.1795 -2.4777 -0.1815
H -0.2178 -0.8181 -2.2181
N 1.1050 -2.0622 -0.1533
C 1.1038 -0.7836 -0.8072
N -0.1090 1.4506 -0.1200
C -0.9850 -0.4014 1.3887
H -0.9941 2.9991 0.8142
N -0.2084 2.3715 0.9604
H 2.1351 -0.3996 -0.7770
H -1.1661 -1.4741 1.3764
H -0.3044 1.8340 -1.0465
H 0.7863 0.5618 -0.2883
O 0.7568 -0.8115 -2.1830
```

Output
* ΔE to the lowest compared entry with this formula, charge and spin: 474.8 kJ/mol
* DFT total energy: -435.50947 Ha
* frontier orbital gap: 8.51 eV

=====

The following is a DFT calculation (ωB97M-V/def2-TZVPD) of 2 unconnected molecules or ions with the total composition C3H11N3O2.

Structure (XYZ):
```
19
C3H11N3O2, DFT ωB97M-V/def2-TZVPD
N 0.9195 1.1681 2.1007
N 1.6011 -0.4186 0.6044
H -1.2737 -3.4836 -0.0576
H -1.8641 -2.7349 -1.5564
N 0.4612 1.4369 -0.2152
H 2.2093 -0.7083 1.3562
H 2.0386 -0.4339 -0.3077
O 0.3972 0.6990 -1.4055
H -1.5320 1.9450 0.2937
H 0.3808 2.0069 2.2707
H -0.2932 3.2001 0.5824
H -0.7884 2.8196 -1.0714
H -0.2346 -1.4214 0.3492
C -0.6078 2.3992 -0.0842
H -0.1237 -3.0326 -1.3432
C 0.9703 0.7857 0.8939
C -1.0495 -2.7471 -0.8341
O -0.9607 -1.4481 -0.2966
H -0.2502 -0.0321 -1.2792
```

Output
* ΔE to the lowest compared entry with this formula, charge and spin: 255.8 kJ/mol
* DFT total energy: -435.59289 Ha
* frontier orbital gap: 9.65 eV
* SMILES: [H]/N=C(/N)N(C)O.CO

=====

The following is a DFT calculation (ωB97M-V/def2-TZVPD) of 2 unconnected molecules or ions with the total composition C3H11N3O2 in a non-equilibrium geometry.

Structure (XYZ):
```
19
C3H11N3O2, DFT ωB97M-V/def2-TZVPD
N -1.7576 -2.2419 0.6930
O -2.9633 -0.4051 0.6208
H 0.6895 -0.0778 1.5896
H 0.0073 3.5288 -1.2029
N 1.9660 1.0466 0.2422
H -2.3287 -2.7992 1.3093
C 0.3527 -0.5697 -0.6493
C 1.1770 -0.2054 0.5898
N -1.0590 -0.2969 -0.6402
H 2.1476 1.0106 -0.7976
H 0.6468 -0.0699 -1.5447
H 1.8923 -0.9786 0.8814
H 0.0772 2.6425 0.2097
H -1.1254 0.8268 -0.7748
O -0.1556 2.6697 -0.8080
C -1.9536 -0.9375 0.2711
H 2.7807 1.2432 0.6587
H -0.9450 -2.8364 0.4210
H 0.5510 -1.5496 -1.0692
```

Output
* ΔE to the lowest compared entry with this formula, charge and spin: 187.0 kJ/mol
* DFT total energy: -435.61910 Ha
* frontier orbital gap: 9.93 eV
* SMILES: NCCNC(N)=O.O

=====

The following is a DFT calculation (ωB97M-V/def2-TZVPD) of 2 unconnected molecules or ions with the total composition C3H11N3O2 in a non-equilibrium geometry.

Structure (XYZ):
```
19
C3H11N3O2, DFT ωB97M-V/def2-TZVPD
C -0.9977 -0.1592 -0.2289
C -1.0834 -1.2180 -1.2892
H 1.7017 -0.7260 2.0205
H 2.5028 0.8010 1.4279
N -0.9297 2.3269 -0.1422
C 1.6207 0.1586 1.3896
H 0.7724 0.7494 1.7277
H 2.4095 -1.8644 -0.2368
H -2.3621 -0.8257 0.9610
H -0.2786 -1.9340 -1.1154
H -1.2938 1.9889 0.7567
N -1.6747 -0.0921 0.8441
H -0.9632 -0.8247 -2.2948
H -1.6877 2.8398 -0.5929
N 1.3304 -0.2759 0.0225
O 2.4688 -0.9451 -0.5330
H -2.0361 -1.7369 -1.2156
O -0.7154 1.1651 -0.9371
H 1.2163 0.5722 -0.5642
```

Output
* ΔE to the lowest compared entry with this formula, charge and spin: 541.4 kJ/mol
* DFT total energy: -435.48409 Ha
* frontier orbital gap: 9.88 eV
* SMILES: [H]/N=C(\C)ON.CNO

=====

The following is a DFT calculation (ωB97M-V/def2-TZVPD) of a single C3H11N3OS molecule in a non-equilibrium geometry.

Structure (XYZ):
```
19
C3H11N3OS, DFT ωB97M-V/def2-TZVPD
H -2.4844 0.3917 -1.6422
H 1.4508 -1.5405 -1.3934
N -1.3807 0.6384 -0.0048
H 2.9846 -0.8597 -0.5671
H -0.9034 -2.1575 2.0504
H -3.0175 1.8694 -0.5563
H 2.4177 1.0790 0.8917
N 1.0860 -0.3638 0.2184
H -0.1486 -0.7472 2.2999
C -2.6472 0.7384 -0.6451
H 0.9847 1.6089 -0.2345
C 1.2933 1.0384 0.5365
H 1.8039 0.2006 -1.6041
H 0.5235 1.2247 1.2613
S -0.6088 -0.8235 0.0956
N -0.7830 -1.2142 1.6945
O -0.9494 -1.9110 -0.8530
C 1.9108 -0.6030 -0.9984
H -3.4577 -0.0106 -0.1207
```

Output
* ΔE to the lowest compared entry with this formula, charge and spin: 488.5 kJ/mol
* DFT total energy: -758.42613 Ha
* frontier orbital gap: 8.70 eV
* SMILES: CN=[S@@](N)(=O)N(C)C

=====

The following is a DFT calculation (ωB97M-V/def2-TZVPD) of a single C3H11N3S molecule in a non-equilibrium geometry.

Structure (XYZ):
```
18
C3H11N3S, DFT ωB97M-V/def2-TZVPD
H 0.3743 1.2251 -0.9504
C 0.0184 -0.9768 0.3080
H 2.0752 -0.6673 -0.2469
N -2.8176 -0.7530 0.6927
H 0.3945 0.4104 1.9283
N -0.1639 0.2098 1.0256
H 1.1820 -1.6527 -1.2828
H -1.5921 2.1587 0.5734
H -2.9180 -1.6340 1.1277
H -3.0243 1.5907 0.0251
H -0.8728 -1.1916 -0.2777
C 1.1061 -0.7701 -0.7054
N -2.5249 1.8024 0.8064
H 0.1497 0.1453 -2.4929
S -2.2646 0.3653 1.6226
H 0.3052 -1.9238 0.9084
H 1.8913 0.7230 -1.8772
C 0.8313 0.3423 -1.6221
```

Output
* ΔE to the lowest compared entry with this formula, charge and spin: 374.2 kJ/mol
* DFT total energy: -683.22292 Ha
* frontier orbital gap: 8.70 eV

=====

The following is a DFT calculation (ωB97M-V/def2-TZVPD) of 2 unconnected molecules or ions with the total composition C3H11N3S in a non-equilibrium geometry.

Structure (XYZ):
```
18
C3H11N3S, DFT ωB97M-V/def2-TZVPD
H -1.8750 -2.0236 0.5234
N 7.3623 1.2600 0.5634
H -2.5977 1.9358 0.2207
S 7.6821 -1.4435 -0.0873
H -0.8814 -0.6032 0.7209
H -3.9793 -1.7595 0.3876
H 7.6099 2.1166 0.0555
C -2.7988 1.1760 -0.4391
N -2.9956 -0.1461 0.3450
H -3.8173 1.2029 -0.9193
C -1.6450 -1.1450 0.0894
C 7.5818 0.0539 0.2117
H -1.4658 -1.1067 -0.9562
H -4.9738 -0.4311 0.2339
N -4.1049 -0.8479 -0.1145
H -1.8908 1.0376 -1.0633
H -4.1476 -0.9456 -1.2090
H 6.9367 1.6695 1.4373
```

Output
* ΔE to the lowest compared entry with this formula, charge and spin: 157.1 kJ/mol
* DFT total energy: -682.63542 Ha
* frontier orbital gap: 8.20 eV
* charge: +2